Molecular formula: C54H146N6O16
Method: DFT, ωB97M-V/def2-TZVPD

- frontier orbital gap (eV) = 9.2774
- charge = 0
- energy above the lowest of the compared OMol25 structures with the same formula, charge and spin (kcal/mol) = 30.37
- LUMO energy (hartree) = 0.0152
- spin multiplicity = 1

CARTESIAN COORDINATES (ANGSTROEM)
C 7.83 -21.91 3.13
C 7.22 -22.82 2.00
C 8.07 -22.90 0.74
O 6.85 -24.07 2.48
H 7.09 -21.91 3.93
H 8.08 -20.91 2.83
H 8.80 -22.41 3.51
H 6.29 -22.36 1.68
H 9.10 -23.16 0.94
H 8.05 -22.00 0.17
H 7.70 -23.76 0.14
H 7.64 -24.61 2.75
C 12.04 -29.95 2.86
C 10.84 -29.93 2.03
C 11.15 -29.47 0.61
O 10.12 -31.14 2.13
H 12.49 -28.97 2.98
H 12.86 -30.59 2.46
H 11.79 -30.34 3.79
H 10.25 -29.13 2.54
H 11.81 -30.24 0.20
H 11.77 -28.59 0.65
H 10.30 -29.33 -0.04
H 10.01 -31.52 1.19
C 10.55 -36.81 3.46
C 9.82 -35.99 2.38
C 8.25 -35.82 2.64
O 10.42 -34.67 2.17
H 11.57 -36.78 3.34
H 10.14 -37.82 3.33
H 10.37 -36.50 4.46
H 9.94 -36.46 1.37
H 7.67 -36.73 2.84
H 7.79 -35.32 1.79
H 8.22 -35.19 3.54
H 9.75 -33.99 2.42
C 14.02 -27.77 -3.73
C 13.42 -27.46 -5.08
C 12.12 -28.16 -5.31
O 13.13 -26.03 -5.28
H 15.04 -27.31 -3.61
H 14.09 -28.89 -3.61
H 13.41 -27.42 -2.84
H 14.22 -27.67 -5.87
H 11.32 -27.68 -4.77
H 12.10 -29.21 -4.99
H 11.80 -28.08 -6.33
H 13.89 -25.66 -5.74
C 1.30 -30.56 1.92
C 2.10 -31.62 1.11
C 1.28 -31.95 -0.15
O 3.34 -31.00 0.73
H 1.87 -30.40 2.81
H 0.26 -30.85 2.23
H 1.27 -29.68 1.29
H 2.24 -32.53 1.74
H 0.81 -31.03 -0.48
H 0.47 -32.66 0.09
H 1.83 -32.43 -1.00
H 3.99 -31.22 1.45
C 6.61 -25.87 -4.21
C 7.39 -27.01 -4.75
C 7.21 -27.16 -6.25
O 8.78 -26.91 -4.33
H 5.54 -25.89 -4.37
H 7.04 -24.97 -4.63
H 6.74 -25.85 -3.16
H 7.08 -27.96 -4.27
H 7.60 -26.32 -6.82
H 6.15 -27.19 -6.49
H 7.73 -28.09 -6.52
H 9.13 -26.09 -4.72
C 4.54 -24.63 -0.94
C 4.38 -26.15 -0.67
C 3.48 -26.32 0.59
O 3.84 -26.79 -1.86
H 3.57 -24.14 -1.04
H 5.11 -24.44 -1.86
H 5.10 -24.14 -0.10
H 5.40 -26.61 -0.52
H 3.98 -25.82 1.41
H 3.21 -27.37 0.91
H 2.49 -25.86 0.50
H 3.60 -27.67 -1.55
C 8.73 -25.36 6.34
C 7.17 -25.48 6.18
C 6.50 -24.28 6.80
O 6.73 -25.54 4.80
H 9.32 -26.20 6.05
H 8.83 -25.25 7.44
H 9.13 -24.53 5.79
H 6.90 -26.37 6.71
H 5.35 -24.26 6.85
H 6.67 -23.40 6.28
H 6.94 -24.10 7.80
H 6.51 -24.67 4.55
C 6.60 -32.20 4.09
C 5.60 -32.98 3.29
C 4.33 -33.35 4.09
O 5.26 -32.23 2.09
H 6.11 -31.24 4.47
H 7.44 -31.88 3.49
H 6.98 -32.83 4.91
H 6.13 -33.93 2.92
H 3.93 -32.41 4.50
H 4.44 -34.05 4.94
H 3.61 -33.89 3.52
H 6.07 -31.83 1.70
C 4.91 -31.31 -2.33
C 4.55 -29.80 -2.45
C 4.22 -29.34 -3.83
O 3.42 -29.57 -1.66
H 5.63 -31.55 -3.13
H 3.93 -31.84 -2.40
H 5.43 -31.52 -1.40
H 5.36 -29.15 -2.01
H 5.08 -29.25 -4.45
H 3.75 -28.32 -3.81
H 3.48 -30.03 -4.29
H 3.51 -29.97 -0.79
C 12.82 -33.32 4.62
C 11.98 -32.60 5.68
C 10.45 -32.57 5.21
O 9.59 -31.75 6.07
C 9.49 -30.40 5.67
N 12.05 -33.20 7.03
H 13.76 -33.61 5.14
H 13.04 -32.68 3.78
H 12.21 -34.13 4.22
H 12.38 -31.57 5.77
H 10.08 -33.56 5.26
H 10.31 -32.21 4.25
H 8.98 -29.80 6.45
H 8.87 -30.39 4.80
H 10.50 -29.89 5.51
H 11.45 -32.75 7.73
H 11.74 -34.18 7.03
C 8.04 -33.55 -1.23
C 9.49 -33.02 -1.41
C 9.47 -31.60 -1.97
O 8.99 -31.49 -3.31
C 8.73 -30.13 -3.69
N 10.06 -32.98 -0.02
H 7.58 -33.44 -2.22
H 7.52 -32.80 -0.61
H 7.92 -34.59 -0.95
H 10.12 -33.74 -1.99
H 10.52 -31.24 -1.90
H 8.77 -30.97 -1.36
H 8.16 -29.68 -2.90
H 8.08 -30.12 -4.58
H 9.68 -29.60 -3.81
H 10.05 -33.84 0.46
H 11.10 -32.78 -0.04
C 10.40 -24.12 -3.23
C 10.30 -23.61 -4.64
C 11.27 -22.44 -4.89
O 10.97 -21.93 -6.13
C 11.93 -21.10 -6.72
N 10.36 -24.67 -5.64
H 9.67 -24.92 -3.16
H 10.24 -23.30 -2.57
H 11.37 -24.46 -3.03
H 9.24 -23.27 -4.72
H 12.31 -22.83 -4.87
H 11.22 -21.74 -4.08
H 12.87 -21.65 -6.97
H 12.25 -20.25 -6.07
H 11.52 -20.67 -7.61
H 10.36 -24.24 -6.56
H 11.19 -25.23 -5.55
C 6.20 -28.74 2.37
C 6.56 -28.97 0.90
C 7.59 -27.93 0.46
O 7.99 -28.07 -0.90
C 8.83 -27.00 -1.22
N 7.06 -30.36 0.74
H 5.30 -29.29 2.66
H 6.08 -27.67 2.66
H 7.01 -29.17 3.02
H 5.69 -28.88 0.25
H 8.46 -28.09 1.13
H 7.24 -26.92 0.59
H 8.34 -26.06 -1.14
H 9.17 -27.15 -2.23
H 9.72 -26.93 -0.48
H 8.08 -30.36 0.93
H 7.01 -30.71 -0.22
C 1.05 -32.69 6.88
C 0.04 -31.51 7.07
C 0.73 -30.16 6.70
O 2.04 -30.09 7.36
C 2.62 -28.81 7.17
N -1.13 -31.67 6.21
H 1.54 -32.59 5.88
H 0.50 -33.69 6.97
H 1.88 -32.73 7.63
H -0.36 -31.48 8.10
H 0.10 -29.33 7.07
H 0.78 -30.14 5.57
H 3.66 -28.84 7.46
H 2.17 -28.05 7.88
H 2.56 -28.49 6.14
H -1.95 -31.31 6.73
H -1.32 -32.67 6.16
C 11.16 -24.81 1.61
C 10.87 -25.95 2.55
C 11.86 -25.84 3.75
O 11.55 -24.68 4.54
C 12.56 -24.37 5.46
N 9.51 -25.94 3.10
H 10.49 -24.69 0.75
H 12.14 -24.90 1.08
H 11.10 -23.79 2.13
H 11.07 -26.92 2.05
H 12.93 -25.69 3.44
H 11.78 -26.77 4.39
H 13.41 -23.85 5.00
H 12.86 -25.30 5.88
H 12.05 -23.72 6.10
H 9.09 -26.87 3.11
H 9.56 -25.66 4.08